{"formula": "C3H9N3OS", "method": "ωB97M-V with the def2-TZVPD basis set", "species": ["C", "C", "C", "H", "H", "H", "H", "H", "H", "H", "H", "H", "N", "N", "N", "O", "S"], "positions_angstrom": [[0.611404, 1.097787, 0.783914], [-0.474940, 0.019246, 0.846133], [-0.210918, -1.287530, 0.070626], [1.431930, 2.312422, -0.654444], [-0.053477, 1.748173, -1.011991], [0.284721, 1.918201, 1.436711], [1.551803, 0.715472, 1.198838], [-0.550049, -0.309893, 1.911328], [-2.374816, -0.199970, 0.206052], [-2.198574, 1.175939, 1.031450], [1.280697, -0.379363, -0.982826], [0.314209, -2.710848, -2.428842], [0.833572, 1.499554, -0.595887], [-1.736229, 0.558835, 0.338777], [0.928333, -1.297243, -0.692602], [-0.998405, -2.193298, 0.146813], [1.360739, -2.667485, -1.604050]], "forces_ev_per_angstrom": [[-0.1, -0.3, 0.2], [0.1, -0.1, 0.7], [0.5, 0.9, -0.1], [0.1, 0.0, 0.0], [-0.2, 0.0, -0.1], [0.0, 0.0, 0.0], [-0.2, 0.0, 0.0], [0.0, 0.1, -0.6], [-0.4, -0.5, -0.2], [0.6, -0.5, -0.5], [-0.1, -0.2, 0.1], [-0.3, 0.0, -0.2], [0.2, 0.2, -0.2], [-0.2, 0.9, 0.6], [-0.1, -0.2, -0.1], [-0.3, -0.6, 0.0], [0.3, 0.1, 0.3]], "lowdin_charge": [-0.248, -0.320, -0.550, 0.080, 0.072, 0.110, 0.119, 0.152, 0.063, 0.096, 0.056, -0.144, -0.013, 0.048, -0.349, 0.052, 0.776], "orbital_gap_ev": 9.9, "e_above_lowest_kcal_mol": 0.00, "e_homo_ev": -9.15, "spin_multiplicity": 1, "mol_weight_g_mol": 135.19, "smiles": "NC[C@@H](N)C(=O)NS"}

---

{"formula": "C39H44AsN5O2PdSTe", "method": "ωB97M-V with the def2-TZVPD basis set", "species": ["Pd", "C", "N", "C", "N", "O", "H", "H", "H", "H", "H", "H", "C", "C", "C", "C", "C", "C", "Te", "C", "C", "C", "H", "H", "H", "H", "H", "H", "H", "H", "H", "H", "H", "S", "C", "C", "C", "C", "C", "C", "H", "H", "H", "H", "H", "C", "C", "C", "C", "C", "C", "As", "C", "C", "C", "C", "C", "C", "C", "C", "C", "C", "C", "C", "H", "H", "H", "H", "H", "H", "H", "H", "H", "H", "H", "H", "H", "H", "H", "C", "N", "C", "C", "O", "N", "C", "N", "H", "H", "H", "H", "H", "H", "H"], "positions_angstrom": [[-7.992888, -10.580597, 19.670330], [-6.686283, -10.364917, 24.765304], [-6.292121, -11.441857, 23.896539], [-6.341478, -11.200264, 22.502477], [-6.287468, -9.888745, 22.102176], [-6.356716, -12.123945, 21.717250], [-6.599591, -10.688520, 25.800195], [-7.707256, -10.031916, 24.632390], [-6.009297, -9.497771, 24.627181], [-6.544072, -12.382769, 24.188782], [-6.820147, -9.261841, 22.682554], [-6.631343, -9.845394, 21.186803], [-1.133015, -7.338591, 16.884219], [-2.335289, -8.126792, 17.285560], [-2.361462, -8.875838, 18.450042], [-3.461275, -9.675019, 18.764340], [-3.413124, -10.475514, 20.032978], [-4.536402, -9.756271, 17.886826], [-5.986322, -11.301311, 18.076132], [-4.564252, -8.932496, 16.748606], [-5.762578, -8.853390, 15.822730], [-3.461858, -8.136817, 16.455315], [-0.366626, -7.322341, 17.664116], [-1.395997, -6.300995, 16.655817], [-0.687891, -7.774999, 15.985814], [-1.519952, -8.816893, 19.127912], [-2.523480, -10.189055, 20.622226], [-3.319547, -11.549021, 19.823336], [-4.297947, -10.315669, 20.631607], [-6.667032, -8.674991, 16.405678], [-5.924745, -9.787334, 15.290090], [-5.625643, -8.049208, 15.101494], [-3.525312, -7.494330, 15.574724], [-9.498701, -8.822823, 17.265388], [-10.504400, -8.869826, 15.835489], [-11.775768, -9.452327, 15.841658], [-12.571390, -9.490418, 14.710277], [-12.160922, -8.937602, 13.493076], [-10.887880, -8.376014, 13.459380], [-10.084292, -8.355226, 14.585648], [-12.096636, -9.919634, 16.763802], [-13.534939, -9.980672, 14.769302], [-12.808107, -8.970986, 12.623118], [-10.528572, -7.948923, 12.529752], [-9.089906, -7.912135, 14.539529], [-14.446552, -9.392641, 19.786295], [-13.961726, -10.569393, 20.356276], [-12.590508, -10.696602, 20.637611], [-11.707803, -9.655470, 20.368432], [-12.196624, -8.525585, 19.736693], [-13.549893, -8.396747, 19.449828], [-9.796286, -9.801690, 20.838406], [-10.143292, -10.587605, 22.619489], [-9.433887, -11.736676, 22.964348], [-9.647883, -12.372751, 24.185433], [-10.598760, -11.890898, 25.079115], [-11.303339, -10.732721, 24.744476], [-11.088415, -10.080411, 23.533606], [-9.479049, -7.941212, 21.333924], [-9.358270, -7.469792, 22.642681], [-8.954901, -6.161833, 22.891044], [-8.676450, -5.318031, 21.828673], [-8.776204, -5.774329, 20.524352], [-9.148411, -7.098490, 20.273538], [-15.504850, -9.289909, 19.594254], [-14.628666, -11.396711, 20.575967], [-12.243684, -11.636931, 21.073429], [-11.531888, -7.730210, 19.465621], [-13.889737, -7.492740, 18.947527], [-8.739394, -12.143607, 22.248518], [-9.101262, -13.276925, 24.411625], [-10.819113, -12.437368, 25.994763], [-12.025347, -10.336738, 25.445856], [-11.648324, -9.186791, 23.267287], [-9.594678, -8.117174, 23.474320], [-8.849465, -5.794048, 23.908248], [-8.378956, -4.292684, 22.014625], [-8.516059, -5.145859, 19.695115], [-9.155086, -7.482997, 19.259273], [-8.444897, -14.617600, 16.855569], [-8.880308, -14.416589, 18.195565], [-8.617430, -15.222479, 19.366562], [-9.038910, -14.244395, 20.465524], [-8.971196, -14.623242, 21.629933], [-9.452504, -13.072510, 19.909755], [-9.327797, -13.195630, 18.613839], [-9.704696, -12.270598, 17.716189], [-7.796383, -15.489827, 16.807238], [-7.850130, -13.771680, 16.476345], [-9.288348, -14.784130, 16.172480], [-7.567648, -15.503586, 19.479997], [-9.227951, -16.101750, 19.443659], [-9.347979, -11.385893, 17.930305], [-9.383747, -12.517505, 16.803216]], "forces_ev_per_angstrom": [[0.4, 0.0, -0.6], [0.7, 0.3, 0.6], [0.0, 0.5, -0.7], [0.2, -1.3, 0.7], [0.4, 0.0, 2.4], [0.2, -0.3, 0.2], [0.1, 0.0, 0.1], [-0.5, 0.1, -0.2], [-0.3, -0.4, 0.1], [0.0, 0.4, -0.5], [0.1, 0.3, 0.2], [-0.5, 0.2, -2.3], [0.3, 0.3, -0.1], [-0.4, 0.0, -0.2], [-0.3, 0.3, -0.4], [0.4, -0.2, 0.2], [0.8, -0.2, 0.1], [-0.4, -0.2, -0.4], [-0.1, -0.2, 0.1], [0.0, 0.3, -0.4], [0.3, -0.1, 0.5], [0.0, 0.0, 0.4], [-0.1, 0.0, 0.0], [0.1, 0.0, 0.0], [0.1, 0.1, 0.0], [0.1, -0.1, 0.1], [-0.3, 0.0, -0.1], [-0.3, 0.2, 0.0], [-0.2, -0.1, 0.1], [-0.1, 0.0, -0.1], [0.0, -0.1, 0.0], [0.0, 0.1, -0.1], [0.2, -0.1, 0.1], [-0.2, 0.0, -0.5], [0.4, 0.3, -0.2], [-0.1, -0.3, 0.0], [-0.2, 0.0, -0.3], [0.0, -0.2, 0.6], [-0.1, 0.0, -0.2], [0.3, 0.2, 0.2], [-0.2, 0.0, 0.1], [-0.1, 0.0, 0.0], [0.1, 0.0, 0.0], [0.1, 0.0, 0.0], [-0.2, -0.1, 0.0], [0.1, -0.6, 0.2], [0.6, 0.2, 0.0], [-0.7, -0.4, 0.0], [0.1, -0.2, 0.0], [-0.4, 0.0, 0.0], [0.1, 0.5, -0.1], [-0.5, -0.2, 0.5], [-0.2, 0.1, 0.5], [-0.2, 0.3, 0.0], [-0.3, 0.0, 0.1], [0.2, 0.1, -0.5], [0.0, 0.1, 0.0], [0.4, -0.4, -0.2], [0.2, 0.2, 0.2], [-0.1, 0.1, -0.1], [0.0, -0.1, 0.0], [0.0, 0.3, 0.0], [-0.1, -0.8, 0.1], [0.2, 0.5, 0.3], [-0.1, 0.1, -0.1], [0.0, 0.1, 0.0], [0.1, 0.3, -0.1], [0.2, 0.2, -0.1], [0.0, -0.1, 0.1], [0.2, -0.1, -0.1], [0.0, -0.1, 0.0], [0.1, 0.2, -0.1], [-0.1, 0.0, 0.0], [0.0, -0.1, 0.1], [0.1, -0.1, 0.1], [-0.1, -0.1, 0.0], [0.1, 0.0, 0.0], [0.0, 0.3, -0.3], [0.0, 0.1, 0.0], [0.4, -0.4, -0.8], [-0.2, 0.4, 0.1], [0.4, 0.8, -0.4], [0.6, -1.0, 0.5], [-0.4, 0.8, -0.3], [-0.4, 0.1, 1.3], [-0.2, -1.0, -0.1], [-0.2, -2.0, -0.4], [0.0, -0.1, 0.0], [-0.1, -0.1, 0.2], [0.1, 0.0, 0.0], [0.0, 0.2, -0.1], [-0.4, -0.6, -0.1], [0.2, 2.6, 0.7], [-0.1, 0.1, -0.7]], "lowdin_charge": [-0.125, -0.136, 0.008, -0.642, 0.162, -0.009, 0.074, 0.061, 0.086, 0.123, 0.064, -0.021, -0.087, -0.308, -0.043, -0.336, -0.112, -0.544, 0.740, -0.324, -0.119, -0.042, 0.063, 0.069, 0.070, 0.096, 0.068, 0.063, 0.032, 0.018, 0.049, 0.059, 0.104, 0.511, -0.729, -0.157, -0.140, -0.156, -0.149, -0.149, 0.083, 0.080, 0.071, 0.080, 0.083, -0.123, -0.100, -0.109, -0.348, -0.117, -0.101, 1.231, -0.351, -0.125, -0.093, -0.109, -0.111, -0.128, -0.361, -0.118, -0.113, -0.123, -0.079, -0.138, 0.084, 0.087, 0.104, 0.072, 0.099, 0.052, 0.098, 0.089, 0.085, 0.105, 0.072, 0.089, 0.087, 0.094, -0.020, -0.070, -0.095, -0.051, -0.476, 0.015, 0.158, -0.455, 0.199, 0.086, 0.068, 0.087, 0.134, 0.112, -0.056, 0.075], "orbital_gap_ev": 5.1, "charge": -2, "e_homo_ev": -0.76, "spin_multiplicity": 1, "mol_weight_g_mol": 955.82}

---

{"formula": "CH3ClN2O2", "method": "ωB97M-V with the def2-TZVPD basis set", "species": ["C", "N", "N", "O", "O", "Cl", "H", "H", "H"], "positions_angstrom": [[-1.639148, -0.431427, -0.047356], [1.704298, 0.058402, -0.296965], [0.854748, 0.594835, 0.688882], [-1.406995, -1.534044, 0.065358], [-0.330763, 1.006841, 0.383611], [-3.060018, 0.427250, -0.465194], [1.199815, -0.810488, -0.704059], [1.666756, 0.724864, -1.015999], [1.011311, -0.036231, 1.391721]], "forces_ev_per_angstrom": [[1.6, 5.0, 0.4], [-1.6, -2.1, -0.6], [1.8, 1.0, -1.3], [0.7, -3.0, 0.3], [-2.9, -2.0, -0.8], [-0.2, 0.0, -0.1], [1.0, 1.5, 0.6], [0.4, 1.0, -1.5], [-0.8, -1.5, 3.0]], "lowdin_charge": [-0.728, 0.031, -0.244, 0.111, -0.129, 0.719, 0.106, 0.046, 0.087], "orbital_gap_ev": [8.4, 8.4], "e_above_lowest_kcal_mol": 52.56, "e_homo_ev": [-8.54, -8.54], "spin_multiplicity": 1, "mol_weight_g_mol": 110.50}

---

{"formula": "C3H3N3O", "method": "ωB97M-V with the def2-TZVPD basis set", "species": ["O", "C", "N", "C", "N", "C", "N", "H", "H", "H"], "positions_angstrom": [[-0.497172, 2.022540, 1.500612], [-0.113819, 1.514549, 0.492087], [0.610257, 0.267571, 0.427645], [-0.267231, -0.747328, 0.780231], [-0.448222, -1.584978, -0.190313], [0.369387, -1.068348, -1.179844], [1.016435, 0.012516, -0.868549], [-0.369137, 1.813541, -0.535576], [-0.749664, -0.733042, 1.749188], [0.419988, -1.485619, -2.175943]], "forces_ev_per_angstrom": [[0.3, -0.2, -0.4], [-0.2, 0.5, 0.5], [-0.3, 0.0, 0.0], [-0.2, -0.2, 0.0], [0.3, -0.1, 0.2], [0.2, -0.1, -0.2], [-0.4, -0.2, -0.3], [0.2, 0.5, 0.2], [0.0, -0.1, -0.2], [0.1, -0.2, 0.2]], "lowdin_charge": [0.099, -0.254, -0.073, -0.147, 0.105, -0.195, 0.073, 0.144, 0.138, 0.110], "orbital_gap_ev": 11.5, "e_above_lowest_kcal_mol": 33.72, "e_homo_ev": -11.04, "spin_multiplicity": 1, "mol_weight_g_mol": 97.08, "smiles": "O=Cn1cncn1"}

---

{"formula": "C4H9N2O", "method": "ωB97M-V with the def2-TZVPD basis set", "species": ["C", "C", "C", "C", "N", "N", "O", "H", "H", "H", "H", "H", "H", "H", "H", "H"], "positions_angstrom": [[3.136896, -0.084855, -0.805766], [2.161752, -0.254985, 0.124165], [-2.139262, 0.253673, -1.102297], [0.370802, 0.684402, 1.331548], [-2.692937, -0.857578, 0.813064], [-1.830467, -0.203315, 0.192599], [1.272658, 0.823602, 0.425310], [3.533709, -1.071302, -1.102133], [3.046392, 0.735508, -1.567982], [2.132403, -1.166660, 0.762895], [-2.816044, 1.131354, -1.299380], [-2.751993, -0.571977, -1.582287], [-1.148785, 0.274169, -1.555158], [0.342635, 0.020324, 2.131544], [-0.111538, 1.617680, 1.498680], [-2.506220, -1.330036, 1.735195]], "forces_ev_per_angstrom": [[-3.4, -0.7, -0.5], [2.2, -0.2, -0.5], [-1.5, -1.2, -2.6], [0.9, 2.5, -2.1], [-0.1, 0.4, -1.6], [-0.1, -1.2, 5.0], [-0.6, -1.6, 0.9], [0.7, 0.9, 0.3], [0.7, -0.7, 1.1], [-0.5, 1.0, -0.3], [1.2, -0.3, 1.0], [0.8, 0.8, 0.3], [-0.4, 0.7, -0.7], [0.2, -2.1, 0.7], [-0.9, 0.5, -0.1], [1.0, 1.2, -0.8]], "lowdin_charge": [0.107, -0.129, -0.106, 0.157, 0.121, -0.144, 0.013, 0.094, 0.110, 0.143, 0.120, 0.112, 0.074, 0.109, 0.119, 0.101], "orbital_gap_ev": [7.6, 7.6], "charge": 1, "e_above_lowest_kcal_mol": 152.89, "e_homo_ev": [-13.36, -13.36], "spin_multiplicity": 1, "mol_weight_g_mol": 101.13}

---

{"formula": "C4H10O", "method": "ωB97M-V with the def2-TZVPD basis set", "species": ["C", "C", "O", "C", "C", "H", "H", "H", "H", "H", "H", "H", "H", "H", "H"], "positions_angstrom": [[-0.890560, 1.271854, -1.756014], [-0.092710, 0.569172, -0.948215], [-0.302819, -0.573718, -0.300640], [0.643620, -0.996745, 0.675887], [-0.143020, -2.062549, 1.384875], [0.156257, 3.070251, -0.300906], [-1.919582, 0.941218, -1.829622], [-0.464189, 1.958332, -2.489168], [0.684801, 3.569224, 0.086746], [0.921812, 0.870397, -0.758130], [0.962276, -0.203172, 1.374089], [1.516415, -1.421716, 0.161759], [0.490057, -2.499383, 2.151807], [-0.461974, -2.831348, 0.670302], [-1.017038, -1.606522, 1.862430]], "forces_ev_per_angstrom": [[-0.2, -1.3, 0.1], [1.5, 0.8, -0.5], [-1.4, 0.2, 0.0], [-0.4, -0.3, -0.2], [0.3, -0.2, 0.5], [1.5, 1.5, 1.1], [-0.1, 0.1, -0.4], [-0.2, 0.1, 0.7], [-1.4, -1.3, -1.0], [0.6, 0.6, -0.4], [-0.2, -0.1, -0.5], [0.0, 0.2, 0.1], [-0.1, -0.3, 0.2], [0.1, 0.2, 0.3], [0.1, -0.2, -0.1]], "lowdin_charge": [-0.014, -0.299, -0.106, -0.257, -0.083, 0.005, 0.055, 0.058, 0.047, 0.093, 0.129, 0.125, 0.074, 0.086, 0.085], "orbital_gap_ev": 9.9, "e_above_lowest_kcal_mol": 59.83, "e_homo_ev": -8.76, "spin_multiplicity": 1, "mol_weight_g_mol": 74.12}

---

{"formula": "C4H4Cl2", "method": "ωB97M-V with the def2-TZVPD basis set", "species": ["C", "C", "C", "C", "H", "H", "H", "H", "Cl", "Cl"], "positions_angstrom": [[-1.859781, -0.832975, 0.136780], [-0.572891, -0.154277, 0.057253], [0.523478, 0.339138, 0.053486], [1.873962, 0.899005, -0.039147], [-2.058315, -1.173559, 1.092260], [-1.899650, -1.673871, -0.540343], [2.221238, 1.212586, 0.931873], [1.976206, 1.685388, -0.771187], [-3.196485, 0.162406, -0.477908], [2.992239, -0.463839, -0.443064]], "forces_ev_per_angstrom": [[0.7, 0.5, -2.2], [0.4, 0.0, 0.2], [-0.3, 0.3, -0.3], [-0.3, -1.1, 0.4], [-0.6, -0.4, 2.0], [0.4, -0.4, 0.0], [0.0, 0.4, 0.2], [0.0, 0.1, -0.2], [-0.4, 0.5, 0.2], [0.1, 0.2, -0.2]], "lowdin_charge": [-0.589, -0.091, -0.109, -0.551, 0.050, 0.069, 0.062, 0.075, 0.556, 0.528], "orbital_gap_ev": 11.1, "e_above_lowest_kcal_mol": 19.50, "e_homo_ev": -10.26, "spin_multiplicity": 1, "mol_weight_g_mol": 122.98, "smiles": "ClCC#CCCl"}